No. 1
# C32H54O19

A 9-piece molecular cluster, C32H54O19 overall in a non-equilibrium geometry (the ωB97M-V functional and the def2-TZVPD basis, the OMol25 dataset).

Summary:
* SMILES: C[C@H]1COC(=O)O1.C[C@H]1COC(=O)O1.C[C@H]1COC(=O)O1.C[C@H]1COC(=O)O1.C[C@H]1COC(=O)O1.CC(C)=O.CC(C)=O.CC(C)=O.CC(C)=O
* orbital gap: 9.7 eV
* ΔE to the lowest compared entry with this formula, charge and spin: 0.0 kJ/mol

Last column: Löwdin charge in e.
Geometry (Å):
C1 -3.3788 0.8962 -1.3213  -0.006
C2 -3.0305 1.6350 -2.5639  -0.500
O1 -1.9182 1.6781 -3.0215  0.050
C3 -4.1362 2.4851 -3.1942  -0.009
H1 -4.3755 0.4186 -1.2683  0.099
H2 -3.3829 1.6594 -0.5299  0.099
H3 -2.5674 0.1531 -1.2226  0.093
H4 -3.8341 2.6921 -4.2265  0.081
H5 -3.9596 3.5123 -2.7483  0.106
H6 -5.1767 2.1775 -2.9637  0.089
C4 -0.3250 -3.7608 4.4323  -0.025
C5 0.2575 -3.5999 3.0354  -0.482
O2 -0.1641 -2.8017 2.2658  0.067
C6 1.6560 -4.2853 2.7666  0.004
H7 0.5267 -3.5911 5.1835  0.104
H8 -0.5649 -4.8258 4.6472  0.088
H9 -1.2007 -3.1632 4.6384  0.063
H10 2.4040 -3.6006 3.2064  0.086
H11 1.8043 -4.3050 1.7321  0.049
H12 1.7396 -5.2561 3.2263  0.070
C7 -0.8056 -4.5785 -1.2594  -0.030
C8 -1.6830 -5.1879 -0.2904  -0.510
O3 -1.3668 -6.2513 0.2109  0.055
C9 -2.9355 -4.3744 0.0635  0.000
H13 -0.2958 -3.7390 -0.7307  0.103
H14 -1.3390 -4.0594 -2.0578  0.077
H15 -0.1692 -5.3036 -1.7174  0.084
H16 -3.4056 -4.0100 -0.7979  0.054
H17 -2.5892 -3.5086 0.6108  0.073
H18 -3.6942 -4.9182 0.6287  0.085
C10 4.9075 0.0018 -3.1665  -0.009
C11 4.6251 0.7709 -1.9264  -0.495
O4 3.8010 1.6599 -1.8715  0.054
C12 5.3833 0.4874 -0.6521  -0.015
H19 5.8371 -0.5856 -3.2280  0.090
H20 4.7752 0.6019 -4.0856  0.086
H21 4.1084 -0.7545 -3.2172  0.091
H22 5.0629 -0.5326 -0.3380  0.099
H23 5.0037 1.0648 0.1676  0.052
H24 6.4621 0.4162 -0.6630  0.080
C13 2.7039 5.3016 -4.9061  -0.009
C14 2.6659 3.8957 -4.2529  -0.273
C15 1.1575 3.4055 -3.9757  -0.054
O5 1.1573 2.0601 -4.4295  0.062
C16 2.2949 1.8042 -5.0533  -0.559
O6 2.4784 0.7848 -5.6929  0.110
O7 3.1780 2.8285 -5.0436  0.090
H25 2.0786 5.9188 -4.2555  0.092
H26 2.1232 5.1400 -5.7692  0.064
H27 3.6388 5.7718 -5.1376  0.079
H28 3.2257 3.9830 -3.3300  0.132
H29 0.4448 3.9571 -4.5646  0.121
H30 0.8092 3.4999 -2.9107  0.129
C17 -4.4750 -0.7947 5.4712  -0.023
C18 -3.7814 0.1516 4.4958  -0.281
C19 -4.7098 1.1817 3.8899  -0.089
O8 -4.6743 2.3032 4.8275  0.063
C20 -3.4727 2.2280 5.4422  -0.591
O9 -3.0158 3.1082 6.0724  0.167
O10 -2.8582 1.0229 5.2542  0.049
H31 -3.7830 -1.1469 6.2012  0.072
H32 -4.8329 -1.7115 5.0366  0.078
H33 -5.2976 -0.2840 5.9562  0.089
H34 -3.2088 -0.4067 3.7285  0.155
H35 -5.7754 0.9552 3.8190  0.136
H36 -4.3201 1.4792 2.9127  0.117
C21 0.7759 1.5481 5.5634  -0.030
C22 2.3101 1.2896 5.5123  -0.283
C23 2.6399 -0.2317 5.3845  -0.022
O11 3.2635 -0.3434 4.0401  0.072
C24 3.3299 0.8663 3.4959  -0.539
O12 3.7381 1.1036 2.3321  0.070
O13 2.8744 1.8443 4.2853  0.081
H37 0.3215 1.1868 6.5228  0.100
H38 0.2754 1.0826 4.6542  0.096
H39 0.7065 2.6929 5.4170  0.117
H40 2.7284 1.8138 6.4121  0.157
H41 1.7396 -0.7759 5.3957  0.109
H42 3.3813 -0.3727 6.1122  0.113
C25 0.8771 -1.7066 -4.6295  -0.014
C26 -0.3236 -0.9277 -4.2199  -0.292
C27 -1.1108 -0.2086 -5.3894  -0.065
O14 -2.3869 -0.8469 -5.3655  0.072
C28 -2.4839 -1.7067 -4.3559  -0.596
O15 -3.4648 -2.3046 -3.9759  0.121
O16 -1.3273 -1.8262 -3.7239  0.065
H43 0.7359 -2.2465 -5.5684  0.102
H44 1.1182 -2.4096 -3.8534  0.080
H45 1.7070 -1.0093 -4.7594  0.060
H46 -0.1849 -0.1903 -3.4447  0.119
H47 -0.5363 -0.4596 -6.2718  0.119
H48 -1.3215 0.8918 -5.4247  0.134
C29 1.3793 -0.4611 0.0097  0.006
C30 0.9109 0.9155 0.4598  -0.265
C31 0.0714 1.7351 -0.4640  -0.078
O17 -0.9113 2.3897 0.3877  0.061
C32 -0.9548 1.6404 1.5286  -0.575
O18 -1.7563 1.7765 2.4236  0.129
O19 -0.0181 0.7260 1.5916  0.094
H49 2.1375 -0.9424 0.6724  0.099
H50 1.6721 -0.4830 -1.0308  0.072
H51 0.4731 -1.0694 0.1192  0.077
H52 1.7268 1.5330 0.8199  0.139
H53 -0.5195 1.2063 -1.1775  0.088
H54 0.5987 2.5260 -1.0247  0.131

No. 2
# C32H55AlCl2N4O4Si

C32H55AlCl2N4O4Si as an isolated structure in a non-equilibrium geometry (the ωB97M-V functional and the def2-TZVPD basis, the OMol25 dataset).

Summary:
* orbital gap: 6.9 eV
* ΔE to the lowest compared entry with this formula, charge and spin: 0.0 kJ/mol

Last column: Löwdin charge in e.
Geometry (Å):
C1 2.9407 -2.6252 -4.1913  -0.035
C2 2.3497 -1.8984 -5.3647  -0.225
H1 2.8383 -3.7113 -4.3065  0.076
H2 2.4420 -2.3214 -3.2602  0.078
H3 4.0155 -2.4050 -4.0840  0.094
C3 2.3171 -2.3885 -6.6153  -0.111
C4 2.8666 -3.7079 -7.0346  -0.105
H4 1.9092 -1.7775 -7.4163  0.098
H5 2.4566 -4.5410 -6.4446  0.076
H6 3.9623 -3.7647 -6.9747  0.082
H7 2.5937 -3.8760 -8.0829  0.069
Al1 -0.4754 -0.1176 1.5181  -0.563
Cl1 1.4204 0.9957 1.1996  0.340
C5 -1.0657 2.4556 0.4026  -0.239
O1 -1.5207 1.3098 0.7217  0.003
N1 -1.7959 3.3858 -0.1924  -0.156
C6 -3.1801 3.1285 -0.5729  -0.012
C7 -1.1573 4.5786 -0.7360  -0.026
H8 -0.0204 2.7340 0.5975  0.078
H9 -3.7389 2.7130 0.2734  0.104
H10 -3.2301 2.4346 -1.4255  0.092
H11 -3.6015 4.0922 -0.8674  0.089
H12 -0.2872 4.8443 -0.1272  0.101
H13 -1.8804 5.3964 -0.7309  0.091
H14 -0.8191 4.4106 -1.7703  0.090
H15 -3.0655 1.9883 4.1868  0.070
H16 -1.2230 1.7678 7.0381  0.083
C8 -3.0356 0.9893 4.6569  -0.087
C9 -1.6104 0.7920 6.6885  -0.074
N2 -1.7633 0.7552 5.2610  -0.223
H17 -3.2251 0.2406 3.8753  0.077
C10 -0.6397 0.3818 4.4544  -0.392
O2 -1.0334 0.0892 3.1778  -0.107
H18 -0.8806 0.0184 6.9812  0.066
H19 -0.3007 -0.5317 4.9676  0.127
H20 -3.8011 0.9383 5.4442  0.079
H21 -2.5874 0.6010 7.1657  0.081
H22 -1.0644 -4.9544 2.0882  0.106
H23 -0.1072 -3.3861 -0.2301  0.014
C11 -2.0116 -4.7848 1.5556  -0.033
C12 -1.1535 -3.6388 -0.4631  -0.049
N3 -1.9615 -3.5603 0.7620  -0.146
H24 -2.8332 -4.7061 2.2763  0.096
C13 -2.1743 -2.4030 1.3826  -0.212
O3 -1.8624 -1.2565 0.9247  -0.053
H25 -1.5354 -2.9565 -1.2246  0.084
H26 -2.6183 -2.4822 2.3901  0.166
H27 -2.1904 -5.6203 0.8737  0.090
H28 -1.2089 -4.6761 -0.7993  0.091
O4 0.7895 -0.7890 -3.9880  -0.184
C14 1.7391 -0.5404 -5.0111  -0.280
C15 0.0081 -0.1780 -6.8539  -0.055
C16 1.1390 0.2645 -6.1649  -0.198
H29 -0.4660 -1.1209 -6.5644  0.124
C17 -0.5119 0.5979 -7.8997  -0.075
H30 2.5610 0.0448 -4.5609  0.150
C18 1.7371 1.4869 -6.4969  -0.037
H31 -1.4211 0.2701 -8.4076  0.104
C19 0.1240 1.7839 -8.2745  -0.093
C20 1.2455 2.2361 -7.5659  -0.081
H32 2.5808 1.8206 -5.8915  0.116
H33 -0.2536 2.3702 -9.1150  0.101
H34 1.7294 3.1772 -7.8242  0.101
Si1 -0.5181 -0.0846 -3.2215  0.411
Cl2 0.8784 -2.0261 1.4015  0.245
C21 -2.0931 -0.8115 -3.9151  -0.156
C22 -0.5449 1.7589 -3.4865  -0.136
C23 -0.1963 -0.6814 -1.5139  -0.182
H35 -2.2681 -0.4931 -4.9501  0.023
H36 -2.9413 -0.4719 -3.3043  0.031
H37 -2.0621 -1.9075 -3.8925  0.035
H38 0.3172 -1.6504 -1.5166  0.034
H39 -1.1478 -0.7860 -0.9762  0.018
H40 0.4711 0.0162 -0.9876  -0.008
H41 -0.4587 2.0329 -4.5461  0.034
H42 0.2764 2.2466 -2.9475  0.040
H43 -1.4946 2.1659 -3.1218  0.016
C24 1.1903 -2.1458 6.6513  -0.104
N4 1.2325 -0.7107 6.4204  -0.314
C25 1.7048 -0.0148 7.6079  -0.104
C26 2.0209 -0.3438 5.1973  -0.126
C27 1.7564 1.0866 4.8372  -0.183
C28 2.7425 2.0822 4.8114  -0.035
C29 2.4123 3.3815 4.4279  -0.093
C30 1.0989 3.7190 4.1088  -0.091
C31 0.1137 2.7422 4.1542  -0.034
C32 0.4459 1.4422 4.5064  -0.126
H44 0.5505 -2.3451 7.5209  0.082
H45 2.2006 -2.5503 6.8534  0.085
H46 0.7757 -2.6568 5.7728  0.084
H47 2.7673 -0.2408 7.8040  0.085
H48 1.6018 1.0660 7.4917  0.085
H49 1.1083 -0.3392 8.4694  0.083
H50 3.0893 -0.5224 5.4058  0.124
H51 1.6928 -1.0001 4.3678  0.117
H52 3.7591 1.8337 5.1388  0.113
H53 3.1872 4.1464 4.3513  0.098
H54 0.8079 4.7348 3.8531  0.096
H55 -0.9297 2.9535 3.8963  0.118

No. 3
# C32H55N3O4

A 4-piece molecular cluster, C32H55N3O4 overall in a non-equilibrium geometry (the ωB97M-V functional and the def2-TZVPD basis, the OMol25 dataset).

Summary:
* SMILES: CCCCCCCCCCCCCCCCC1=C(O)C(=O)OC1=O.CCCC#N.CCCC#N.CCCC#N
* orbital gap: 10.1 eV
* ΔE to the lowest compared entry with this formula, charge and spin: 0.0 kJ/mol

Last column: Löwdin charge in e.
Geometry (Å):
C1 -1.4689 -1.6739 3.4522  -0.110
C2 -1.5872 -0.1316 3.4434  -0.280
C3 -3.0150 0.4141 3.1925  -0.196
C4 -3.8932 -0.4464 2.2456  -0.229
C5 -4.8231 0.3768 1.3273  -0.205
C6 -4.1029 1.3703 0.3765  -0.199
C7 -2.6447 0.9921 0.0385  -0.231
C8 -2.1368 1.5566 -1.2956  -0.190
C9 -0.5788 1.4499 -1.4803  -0.209
C10 -0.0457 0.2067 -0.7451  -0.211
C11 1.3306 -0.3022 -1.2859  -0.180
C12 1.3827 -1.8450 -1.0826  -0.217
C13 2.7293 -2.3886 -0.5776  -0.209
C14 2.6794 -3.9452 -0.5375  -0.203
C15 1.6851 -4.5221 0.4984  -0.168
C16 0.2595 -4.8184 -0.0174  -0.114
C17 0.1031 -6.1606 -0.6973  -0.046
C18 0.5267 -6.5898 -1.8720  -0.180
O1 1.2296 -5.9281 -2.8072  0.099
C19 0.0034 -8.0162 -1.9962  -0.420
O2 -0.0086 -8.5912 -2.9990  0.217
O3 -0.4666 -8.4214 -0.7921  0.161
C20 -0.6866 -7.2678 -0.0370  -0.411
O4 -1.3677 -7.2119 0.8705  0.240
H1 -2.1994 -2.1640 4.1035  0.075
H2 -1.4875 -2.0590 2.4258  0.054
H3 -0.4696 -1.9144 3.8477  0.062
H4 -0.8300 0.2805 2.7774  0.060
H5 -1.3028 0.2013 4.4446  0.060
H6 -3.5679 0.5542 4.1292  0.107
H7 -2.9112 1.4139 2.7473  0.096
H8 -4.5436 -1.0575 2.8914  0.107
H9 -3.3254 -1.1711 1.6539  0.086
H10 -5.5534 0.9171 1.9472  0.105
H11 -5.4202 -0.3484 0.7551  0.103
H12 -4.6746 1.3929 -0.5627  0.104
H13 -4.0956 2.3966 0.7677  0.110
H14 -1.9706 1.2232 0.8696  0.098
H15 -2.6227 -0.1032 -0.0541  0.101
H16 -2.4432 2.6069 -1.4060  0.107
H17 -2.5826 1.0081 -2.1395  0.110
H18 -0.1354 2.3894 -1.1270  0.088
H19 -0.3563 1.3994 -2.5429  0.051
H20 -0.7458 -0.6101 -0.9654  0.103
H21 0.0543 0.3411 0.3374  0.110
H22 2.1789 0.2301 -0.8444  0.109
H23 1.3032 -0.1198 -2.3706  0.096
H24 1.1117 -2.3560 -2.0155  0.113
H25 0.6433 -2.0808 -0.3059  0.089
H26 3.5528 -2.1484 -1.2684  0.110
H27 3.0207 -1.9742 0.3961  0.114
H28 2.5238 -4.2982 -1.5622  0.093
H29 3.6845 -4.2851 -0.2432  0.106
H30 2.1057 -5.3914 1.0166  0.116
H31 1.5764 -3.7548 1.2818  0.110
H32 -0.1566 -4.0528 -0.6789  0.112
H33 -0.3983 -4.8443 0.8632  0.118
H34 0.6232 -5.3045 -3.2323  0.138
C21 1.3819 7.3654 -2.4097  -0.112
C22 2.1809 6.1647 -1.9147  -0.263
C23 1.2902 5.0030 -1.4624  -0.207
C24 0.4253 5.4301 -0.3485  -0.245
N1 -0.2395 5.7669 0.5101  0.145
H35 0.7590 7.7853 -1.6184  0.070
H36 2.0530 8.1559 -2.7492  0.070
H37 0.7348 7.0879 -3.2450  0.074
H38 2.8237 6.4803 -1.0893  0.109
H39 2.8362 5.8159 -2.7164  0.104
H40 1.9043 4.1644 -1.1321  0.116
H41 0.6647 4.6592 -2.2860  0.057
C25 0.8658 0.7240 -6.5120  -0.107
C26 0.3838 2.0587 -7.0705  -0.260
C27 0.9634 3.2622 -6.3201  -0.173
C28 0.5624 3.2241 -4.9037  -0.175
N2 0.2470 3.1821 -3.8119  0.190
H42 0.5482 0.5845 -5.4767  0.064
H43 0.4533 -0.1018 -7.0923  0.074
H44 1.9551 0.6533 -6.5492  0.078
H45 -0.7071 2.0903 -7.0284  0.113
H46 0.6661 2.1296 -8.1227  0.108
H47 0.6031 4.1922 -6.7608  0.118
H48 2.0530 3.2611 -6.3776  0.121
C29 0.6354 0.0367 7.8536  -0.106
C30 2.0799 0.0676 7.3661  -0.264
C31 2.3707 1.2536 6.4411  -0.180
C32 1.5183 1.1894 5.2419  -0.200
N3 0.8534 1.1289 4.3218  0.183
H49 -0.0650 -0.0798 7.0243  0.064
H50 0.4803 -0.8042 8.5303  0.073
H51 0.3825 0.9540 8.3898  0.078
H52 2.3009 -0.8670 6.8457  0.111
H53 2.7478 0.1200 8.2284  0.107
H54 3.4155 1.2423 6.1291  0.115
H55 2.1825 2.1966 6.9565  0.120

No. 4
# C32H55NP2SiV

C32H55NP2SiV as an isolated structure in a non-equilibrium geometry (the ωB97M-V functional and the def2-TZVPD basis, the OMol25 dataset).

Summary:
* ⟨S²⟩: 2.05
* orbital gap (spin up / spin down): 6.7 / 6.0 eV
* ΔE to the lowest compared entry with this formula, charge and spin: 276.7 kJ/mol
* charge: +1
* multiplicity: 3

Last column: Mulliken spin population.
Geometry (Å):
V1 -0.0455 -0.1708 0.4837  1.215
C1 0.1710 -1.5673 2.5070  0.102
C2 -0.8142 -0.4680 2.5185  -0.043
C3 -1.7911 -2.4323 1.6548  -0.033
C4 -0.4842 -2.7469 2.0345  0.036
C5 -2.0227 -1.0454 1.9232  -0.032
C6 1.3988 -1.6797 3.3464  0.018
H1 1.6786 -0.7518 3.8626  0.008
H2 2.2749 -2.0109 2.7665  -0.010
H3 1.2124 -2.4526 4.1180  -0.001
C7 0.0467 -4.1329 2.0503  -0.006
H4 1.0955 -4.1982 2.3459  0.000
H5 -0.0350 -4.5757 1.0490  0.001
H6 -0.4965 -4.8198 2.7256  0.001
C8 -2.7761 -3.4187 1.1348  -0.003
H7 -3.0055 -4.2401 1.8339  -0.001
H8 -2.3705 -3.8721 0.2179  -0.001
H9 -3.7262 -2.9489 0.8681  0.000
C9 -3.4043 -0.5127 2.0988  0.006
H10 -3.8527 -0.8946 3.0318  0.001
H11 -4.0751 -0.8214 1.2933  0.000
H12 -3.4416 0.5757 2.1465  0.002
C10 -0.9071 0.6289 3.5383  -0.016
H13 -1.7165 0.3606 4.2388  0.002
H14 -1.1636 1.6055 3.1114  -0.005
H15 0.0172 0.7570 4.1055  -0.002
C11 2.5673 2.5788 -1.1579  0.085
C12 2.9641 2.7858 0.1384  -0.001
C13 2.8243 4.1719 0.7823  0.010
C14 1.4754 4.8892 0.5647  -0.004
C15 0.3119 3.9902 0.3545  -0.031
C16 -0.2307 3.7327 -0.9004  0.041
C17 0.6079 3.8912 -2.1696  0.000
C18 2.1205 3.7261 -2.0371  0.017
H16 3.6490 4.8019 0.4104  -0.001
H17 1.5925 5.6460 -0.2303  -0.001
H18 3.0003 4.1026 1.8511  0.000
H19 2.5787 4.6835 -1.7578  0.003
H20 2.7921 1.6401 -1.6773  -0.014
H21 3.8134 2.2279 0.5727  0.021
H22 2.5350 3.5528 -3.0452  -0.001
H23 0.2517 3.1797 -2.9132  -0.003
H24 -1.3051 3.9842 -1.1110  0.011
H25 0.3861 4.8770 -2.6141  0.001
H26 1.2813 5.5170 1.4616  -0.001
H27 -0.2440 3.7306 1.2562  -0.010
P1 2.2941 0.4330 0.7174  0.569
C19 3.8757 -0.0755 -0.0747  0.035
C20 2.2352 1.4871 2.2272  0.071
P2 -1.4690 1.6856 -0.4830  -0.060
C21 0.2586 1.4932 -0.4767  -0.008
C22 -2.4456 2.6809 0.7440  -0.001
C23 -2.0514 1.7637 -2.2448  0.004
H28 3.6602 -0.5495 -1.0393  0.004
H29 4.3243 -0.8359 0.5831  0.013
H30 4.6470 0.6871 -0.2581  0.006
H31 1.8312 2.5181 2.0980  0.021
H32 3.2688 1.5923 2.6308  -0.010
H33 1.5829 1.0038 2.9778  -0.014
H34 -1.7214 2.6593 -2.7915  -0.003
H35 -3.1438 1.7550 -2.3026  0.000
H36 -1.6910 0.8775 -2.7811  0.001
H37 0.7665 1.4166 -1.4557  0.054
H38 0.8819 2.1886 0.2270  -0.027
H39 -3.4133 2.1415 0.9032  0.000
H40 -2.7068 3.7157 0.4486  0.000
H41 -1.9582 2.7613 1.7397  -0.002
C24 2.2727 -2.9448 -0.1284  -0.030
Si1 1.0077 -2.6102 -1.4690  0.019
C25 1.8240 -1.8383 -2.9596  0.002
C26 0.3485 -4.3604 -1.8004  0.002
N1 -0.3731 -1.4772 -1.0175  -0.088
C27 -1.5745 -1.6129 -1.7541  0.001
C28 -1.6154 -2.2682 -3.0128  -0.006
C29 -2.8124 -2.6571 -3.6230  0.003
C30 -4.0297 -2.2931 -3.0325  -0.007
C31 -4.0551 -1.5353 -1.8675  0.001
C32 -2.8391 -1.1655 -1.2584  0.033
H42 2.2968 -4.0081 0.1466  0.002
H43 2.0845 -2.3881 0.7972  0.045
H44 3.2927 -2.6996 -0.4638  0.001
H45 2.6686 -2.4678 -3.2818  0.000
H46 1.1112 -1.7540 -3.7899  0.000
H47 2.1815 -0.8263 -2.7143  -0.002
H48 0.2899 -4.9516 -0.8697  0.000
H49 -0.6356 -4.3929 -2.2991  0.001
H50 1.1027 -4.8200 -2.4693  0.000
H51 -0.6802 -2.5717 -3.5134  0.001
H52 -2.7902 -3.2233 -4.5545  0.000
H53 -4.9704 -2.6123 -3.4923  0.000
H54 -4.9980 -1.2166 -1.4115  0.000
H55 -2.8714 -0.5802 -0.3333  0.008